i | 79
Properties=species:S:1:pos:R:3 method="wB97M-V/def2-TZVPD" gap_ev="5.09 / 5.26" spin_multiplicity=5 total_charge=+3
Pm -0.56 0.00 -0.77
P 2.20 0.97 1.00
P -2.31 2.16 -0.31
P 0.62 1.76 -2.71
H 0.00 -4.52 0.34
C 0.95 -4.73 -0.16
C 2.08 -4.13 0.24
H 2.06 -3.43 1.09
C 2.63 0.05 2.48
C 2.16 2.73 1.32
C 3.42 0.59 -0.26
C -3.92 1.77 -1.12
C -2.89 2.49 1.40
C -2.02 3.87 -0.91
C 1.89 0.80 -3.62
C 1.45 3.37 -2.47
C -0.53 2.14 -4.08
H 0.92 -5.43 -1.00
H 3.04 -4.25 -0.28
H 2.73 -1.02 2.24
H 1.86 0.16 3.24
H 3.60 0.42 2.85
H 1.41 2.94 2.09
H 1.87 3.27 0.41
H 3.14 3.07 1.66
H 3.37 -0.46 -0.58
H 4.42 0.76 0.17
H 3.32 1.23 -1.15
H -4.63 2.59 -0.93
H -4.32 0.83 -0.70
H -3.78 1.63 -2.20
H -3.81 3.09 1.37
H -2.11 3.03 1.95
H -3.09 1.54 1.92
H -2.94 4.46 -0.81
H -1.71 3.87 -1.96
H -1.23 4.33 -0.31
H 2.21 1.38 -4.50
H 1.46 -0.15 -3.96
H 2.75 0.59 -2.99
H 1.77 3.78 -3.43
H 2.32 3.27 -1.81
H 0.76 4.09 -2.00
H 0.01 2.67 -4.87
H -1.36 2.76 -3.73
H -0.95 1.21 -4.48
C -1.33 -2.18 -4.02
C -2.11 -2.33 -5.18
C -1.80 -3.32 -6.12
C -0.69 -4.15 -5.93
C 0.14 -3.95 -4.82
C -0.17 -2.98 -3.86
S -1.85 -1.05 -2.83
H 0.79 0.68 0.87
H -2.97 -1.67 -5.32
H -2.43 -3.44 -7.00
H -0.47 -4.94 -6.66
H 1.04 -4.57 -4.70
H 0.46 -2.84 -2.98
C 0.32 -3.09 5.73
C 0.49 -2.11 4.59
N -0.78 -2.01 3.81
C -0.98 -0.99 2.94
S -1.61 -1.34 1.37
N -0.70 0.28 3.36
C -1.06 0.68 4.74
C -0.26 1.90 5.17
H -0.57 -2.85 6.33
H 1.19 -3.05 6.39
H 0.23 -4.11 5.36
H 0.78 -1.12 4.97
H 1.29 -2.44 3.91
H -1.07 -2.91 3.44
H -0.93 0.99 2.66
H -2.14 0.89 4.79
H -0.86 -0.17 5.40
H -0.51 2.78 4.57
H -0.50 2.14 6.21
H 0.82 1.72 5.11

***

ii | 79
Properties=species:S:1:pos:R:3 method="wB97M-V/def2-TZVPD" gap_ev="5.44 / 5.65" spin_multiplicity=5 total_charge=+3
Pm 0.65 0.32 -0.01
P -1.87 -0.20 -1.33
P 0.52 -2.46 1.12
P 1.28 -1.50 -2.26
H 1.33 2.65 1.30
C 1.27 2.94 0.24
C 0.12 2.97 -0.50
H -0.91 3.00 -0.11
C -3.35 0.62 -0.61
C -2.58 -1.88 -1.61
C -2.02 0.46 -3.04
C 2.01 -2.65 2.19
C -0.78 -2.78 2.37
C 0.50 -4.10 0.29
C 1.65 -0.26 -3.58
C 0.54 -2.84 -3.30
C 2.97 -2.20 -2.00
H 2.20 3.42 -0.13
H 0.20 3.11 -1.59
H -3.20 1.70 -0.63
H -3.49 0.31 0.43
H -4.23 0.35 -1.20
H -2.92 -2.31 -0.65
H -1.84 -2.56 -2.06
H -3.44 -1.78 -2.28
H -1.92 1.56 -2.99
H -3.01 0.20 -3.44
H -1.24 0.06 -3.69
H 2.01 -3.62 2.70
H 2.02 -1.85 2.94
H 2.91 -2.56 1.57
H -0.48 -3.62 3.01
H -1.73 -3.05 1.87
H -0.94 -1.89 2.99
H 0.62 -4.90 1.04
H 1.31 -4.17 -0.45
H -0.47 -4.25 -0.22
H 2.55 -0.63 -4.11
H 1.87 0.73 -3.15
H 0.81 -0.21 -4.28
H 1.25 -3.13 -4.09
H -0.38 -2.48 -3.77
H 0.31 -3.72 -2.68
H 3.58 -1.94 -2.88
H 2.89 -3.29 -1.90
H 3.43 -1.78 -1.09
C 5.53 2.18 -1.49
C 6.78 1.58 -1.19
C 7.98 2.16 -1.62
C 7.97 3.36 -2.34
C 6.74 4.02 -2.56
C 5.54 3.44 -2.13
S 3.99 1.31 -1.28
H 3.61 1.46 0.05
H 6.78 0.63 -0.66
H 8.93 1.67 -1.41
H 8.90 3.80 -2.71
H 6.72 4.98 -3.07
H 4.59 3.93 -2.34
C -4.98 3.11 4.02
C -4.29 2.38 2.90
N -2.99 1.80 3.34
C -2.45 0.69 2.77
S -0.75 0.68 2.36
N -3.31 -0.35 2.50
C -4.31 -0.76 3.54
C -5.50 -1.49 2.93
H -4.93 2.54 4.95
H -6.02 3.30 3.77
H -4.52 4.10 4.19
H -4.91 1.56 2.50
H -4.09 3.07 2.07
H -2.30 2.49 3.64
H -2.85 -1.14 2.04
H -3.81 -1.41 4.29
H -4.63 0.15 4.07
H -5.20 -2.43 2.46
H -6.18 -1.74 3.75
H -6.04 -0.86 2.21

***

Most favorable first, least favorable last: ii, i